# 1
Here is a cluster of 3 separate species, C6H8N2O2 in total at a distorted geometry from OMol25. Energies are from ωB97M-V/def2-TZVPD.

Each line ends with the Löwdin charge.
Positions of all 18 atoms, in Å:
N (2.56444, 1.04314, -0.74218)  0.11
C (1.67601, 0.57918, -0.05185)  -0.12
C (0.24898, 0.21376, -0.05937)  -0.34
N (-0.06057, -1.19228, -0.18281)  0.03
C (-1.54523, -1.19002, -0.14169)  -0.14
C (-1.81427, 0.28310, 0.08724)  -0.13
C (-0.70082, 0.84385, 1.01120)  -0.14
O (-0.70481, 2.11364, 0.30689)  -0.02
C (-0.81503, 1.12411, -0.75754)  -0.12
H (0.29227, -1.57986, -1.05319)  0.12
H (-1.97755, -1.55281, -1.08334)  0.12
H (-1.92370, -1.81457, 0.67938)  0.12
H (-2.83956, 0.64288, 0.21501)  0.15
H (-0.60557, 0.83587, 2.10196)  0.16
H (-0.86767, 1.46542, -1.79639)  0.16
O (3.01889, -0.58323, 0.83192)  -0.23
H (3.57995, 0.16022, -0.13363)  0.22
H (2.47425, -1.39242, 0.76840)  0.02

Cartesian forces (eV/Å) of the 6 atoms listed first:
-1.97 -0.53 1.45
3.17 1.49 -3.55
-0.02 -0.07 1.35
0.28 -0.17 -0.05
-0.18 -0.10 -0.02
-0.21 0.04 0.03

* HOMO: -9.18 eV
* E_tot: -493.17877 a.u.
* total charge: 0
* maximum force: 4.989 eV Å⁻¹
* HOMO-LUMO gap: 9.783 eV


# 2
Here is a structure of composition C27H29ClGeN2NaOS5 from OMol25. Energies are from ωB97M-V/def2-TZVPD.

Each line ends with the Löwdin charge.
Positions of all 67 atoms, in Å:
Na (-1.03706, 0.82054, -0.95324)  0.14
Cl (-0.53120, 2.56187, 6.45359)  0.64
C (-0.55876, 1.81051, 4.87843)  -0.67
C (-0.39602, 0.44239, 4.75735)  -0.09
C (-0.36933, -0.12840, 3.49793)  -0.03
C (-0.49661, 0.64158, 2.33568)  -0.29
O (-0.32707, 0.10109, 1.11682)  -0.22
C (-0.80341, 2.00856, 2.48203)  -0.11
C (-1.30574, 2.90242, 1.42391)  -0.07
N (-1.95856, 2.50777, 0.41430)  0.11
C (-2.64012, 3.45835, -0.39694)  -0.17
C (-3.06126, 4.68113, 0.06532)  -0.03
C (-3.67499, 5.61239, -0.79174)  -0.08
C (-3.85856, 5.31016, -2.11234)  -0.04
C (-3.49748, 4.04020, -2.60695)  -0.15
C (-3.67980, 3.65728, -3.96386)  -0.02
C (-3.31276, 2.41631, -4.36417)  -0.04
C (-2.81022, 1.50297, -3.39863)  -0.16
N (-2.67427, 1.80217, -2.13640)  0.06
C (-2.94441, 3.07466, -1.74059)  -0.15
C (-0.77644, 2.57673, 3.75413)  -0.07
H (-0.28238, -0.17270, 5.64006)  0.11
H (-0.24254, -1.19803, 3.40690)  0.09
H (-1.19017, 3.97207, 1.63356)  0.12
H (-2.93274, 4.93105, 1.11074)  0.10
H (-3.98941, 6.57116, -0.40126)  0.10
H (-4.29350, 6.03554, -2.79042)  0.11
H (-4.08937, 4.37650, -4.66420)  0.11
H (-3.38123, 2.10645, -5.39780)  0.11
H (-2.54989, 0.48862, -3.68264)  0.09
H (-0.97144, 3.63752, 3.85984)  0.11
S (1.02559, -2.29591, -7.92134)  0.39
C (0.57150, -1.54689, -6.50284)  -1.56
S (0.78894, 0.11921, -6.17140)  0.84
C (0.24218, 0.17580, -4.49979)  -1.21
C (-0.16599, -1.02653, -4.00778)  -1.17
S (-0.75520, -1.42132, -2.40886)  0.48
S (-0.05055, -2.36889, -5.13658)  0.84
S (0.27203, 1.72924, -3.71918)  0.40
C (5.54123, -1.87419, 1.13807)  -0.12
C (4.40426, -0.93085, 0.75828)  -0.29
C (3.50963, -1.49412, -0.34580)  -0.28
C (2.17204, -0.75679, -0.51397)  -0.29
Ge (0.90339, -1.29608, 0.84792)  0.96
C (-0.20105, -2.87917, 0.67348)  -0.30
C (0.42577, -4.17056, 1.20977)  -0.28
C (0.57673, -4.21898, 2.72808)  -0.30
C (1.32354, -5.45969, 3.20537)  -0.12
H (6.13866, -1.47444, 1.95997)  0.06
H (6.20947, -2.04603, 0.29063)  0.07
H (5.14887, -2.84577, 1.45080)  0.07
H (4.81979, 0.02191, 0.41643)  0.11
H (3.80622, -0.70350, 1.64459)  0.08
H (3.34066, -2.56385, -0.16597)  0.10
H (4.04681, -1.43940, -1.29632)  0.12
H (1.70540, -0.97271, -1.47419)  0.02
H (2.31300, 0.32657, -0.45604)  0.08
H (1.65957, -1.30246, 2.19616)  0.02
H (-0.43188, -2.96622, -0.38920)  -0.01
H (-1.13938, -2.65536, 1.19194)  0.08
H (1.40256, -4.33939, 0.74249)  0.10
H (-0.20262, -5.01013, 0.89718)  0.11
H (-0.42038, -4.19410, 3.18102)  0.11
H (1.10080, -3.32519, 3.07727)  0.07
H (0.79164, -6.37125, 2.92162)  0.07
H (1.44358, -5.46588, 4.29051)  0.07
H (2.31990, -5.50590, 2.75827)  0.07

Cartesian forces (eV/Å) of the 6 atoms listed first:
0.39 -0.32 -0.47
-0.01 -0.04 -0.07
0.00 0.01 0.06
0.00 -0.02 0.02
-0.01 0.04 -0.05
-0.01 -0.09 0.01

* HOMO: -3.00 eV
* E_tot: -5921.51675 a.u.
* total charge: -1
* maximum force: 0.689 eV Å⁻¹
* HOMO-LUMO gap: 4.435 eV


# 3
Here is the molecule C2H7N at a distorted geometry from OMol25. Energies are from ωB97M-V/def2-TZVPD.

Each line ends with the Löwdin charge.
Positions of all 10 atoms, in Å:
C (-0.42104, 0.60665, 1.13772)  -0.11
C (0.35747, 0.26476, -0.17313)  -0.37
H (-0.46733, 1.61761, 1.44661)  0.05
H (-1.46771, 0.18765, 1.11190)  0.08
H (0.08307, 0.06492, 1.90647)  0.04
H (0.12936, 1.10334, -0.84443)  0.10
H (1.38262, 0.21505, 0.21363)  0.09
H (-0.12896, -1.77174, -0.66646)  0.07
H (-0.54303, -0.51986, -1.69105)  0.08
N (0.19905, -0.87506, -1.03774)  -0.03

Cartesian forces (eV/Å) of the 6 atoms listed first:
-1.60 -3.00 -0.93
0.64 1.59 1.26
0.17 1.19 -0.26
0.79 0.56 -0.01
0.17 -0.38 0.91
0.97 0.09 0.21

* HOMO: -9.28 eV
* E_tot: -135.11943 a.u.
* total charge: 0
* maximum force: 3.529 eV Å⁻¹
* structure (SMILES): CCN
* HOMO-LUMO gap: 10.495 eV


# 4
Here is the molecule C29H30ClN3O3S at a distorted geometry from OMol25. Energies are from ωB97M-V/def2-TZVPD.

Each line ends with the Löwdin charge.
Positions of all 67 atoms, in Å:
C (-4.76577, -1.00541, -0.80605)  -0.04
H (-4.35342, -0.84826, 0.18772)  0.07
H (-5.30200, -1.94961, -0.82242)  0.07
H (-5.48029, -0.21209, -1.01182)  0.08
C (-3.64954, -0.95446, -1.84755)  -0.36
N (-2.58459, -1.90774, -1.55124)  -0.17
C (-1.49875, -1.82422, -2.51489)  -0.18
C (-0.84901, -0.44482, -2.48476)  -0.18
C (-1.89737, 0.60759, -2.81538)  -0.19
C (-3.05752, 0.46048, -1.84104)  -0.17
H (-3.84364, 1.17666, -2.08288)  0.11
H (-2.70242, 0.67661, -0.83137)  0.10
H (-1.47479, 1.61072, -2.74184)  0.10
H (-2.25087, 0.46330, -3.83899)  0.12
H (-0.02397, -0.41593, -3.19845)  0.11
H (-0.43952, -0.25878, -1.48876)  0.10
H (-0.75116, -2.57805, -2.25403)  0.12
H (-1.85349, -2.03272, -3.54044)  0.13
C (-3.00155, -3.27969, -1.28006)  -0.15
H (-4.01310, -3.48895, -1.64052)  0.12
C (-2.90053, -3.55426, 0.23907)  -0.14
N (-1.76502, -2.81947, 0.74197)  0.07
C (-0.60316, -3.41171, 1.10262)  -0.45
O (-0.50361, -4.59068, 1.38158)  0.07
C (0.57306, -2.48025, 1.13284)  -0.10
C (0.43086, -1.09802, 1.19878)  0.05
C (1.54419, -0.26982, 1.13352)  -0.20
C (2.80208, -0.85186, 1.00975)  -0.27
C (2.95600, -2.22276, 0.96728)  -0.03
C (1.84359, -3.04013, 1.03244)  0.01
H (1.93426, -4.11486, 1.00204)  0.12
H (3.95573, -2.62256, 0.88361)  0.11
S (4.26114, 0.22941, 0.87573)  1.05
O (5.40987, -0.65342, 0.70342)  -0.49
C (3.66910, 0.64835, -0.79261)  -0.29
C (4.34560, 0.18334, -1.90144)  -0.05
C (3.87824, 0.49948, -3.16574)  -0.06
C (2.74911, 1.29144, -3.30502)  -0.07
C (2.08590, 1.76916, -2.18780)  -0.01
C (2.53307, 1.43670, -0.91372)  -0.13
C (1.83503, 2.01119, 0.27117)  -0.41
O (1.63160, 3.20594, 0.36715)  0.09
N (1.39750, 1.13080, 1.21859)  0.02
C (0.65956, 1.66339, 2.36314)  -0.07
C (-0.83275, 1.71794, 2.14938)  -0.20
C (-1.35895, 2.58468, 1.19848)  -0.05
C (-2.72753, 2.62858, 0.99303)  -0.67
C (-3.58782, 1.82067, 1.72120)  -0.12
C (-3.05958, 0.96583, 2.67249)  -0.07
C (-1.69290, 0.91375, 2.88865)  -0.05
H (-1.29349, 0.24454, 3.63686)  0.12
H (-3.71908, 0.33632, 3.25033)  0.11
H (-4.65096, 1.86712, 1.54729)  0.11
Cl (-3.37291, 3.71356, -0.18835)  0.69
H (-0.70144, 3.22700, 0.63424)  0.11
H (0.89692, 1.04724, 3.23319)  0.14
H (1.03518, 2.67954, 2.51905)  0.14
H (1.21672, 2.40061, -2.29038)  0.12
H (2.38782, 1.54680, -4.28972)  0.11
H (4.39869, 0.13630, -4.03882)  0.11
H (5.22880, -0.41977, -1.75180)  0.11
H (-0.54171, -0.64714, 1.31346)  0.10
H (-1.72538, -1.91190, 0.28728)  0.10
H (-3.79951, -3.21269, 0.75859)  0.11
H (-2.75203, -4.61618, 0.43910)  0.12
H (-2.32517, -3.96574, -1.79567)  0.12
H (-4.08188, -1.15844, -2.84712)  0.15

Cartesian forces (eV/Å) of the 6 atoms listed first:
0.15 -0.11 -0.30
0.05 0.04 0.17
-0.09 -0.10 0.06
-0.09 0.07 0.00
-0.14 0.35 0.24
-0.20 0.06 -0.30

* HOMO: -9.00 eV
* E_tot: -2371.49042 a.u.
* total charge: 0
* maximum force: 1.479 eV Å⁻¹
* HOMO-LUMO gap: 9.178 eV


# 5
Here is a structure of composition C3H6Cl2NO at a distorted geometry from OMol25. Energies are from ωB97M-V/def2-TZVPD.

Each line ends with the Löwdin charge.
Positions of all 13 atoms, in Å:
C (-1.01010, 1.02014, 0.34419)  -0.15
C (1.29156, -0.03139, 0.51290)  -0.09
C (-0.00890, 0.12851, -0.33872)  -1.02
N (-0.75239, -1.13994, -0.58951)  -0.36
O (-0.85347, -1.73092, 0.51329)  -0.19
Cl (0.33189, 0.92629, -1.84811)  0.62
Cl (0.40532, -2.37844, -2.06177)  -0.16
H (-1.97268, 1.09306, -0.10225)  0.07
H (-0.66116, 1.99829, 0.56337)  0.06
H (-1.21840, 0.57598, 1.26159)  0.05
H (1.78528, -0.68649, -0.18384)  0.03
H (1.04316, -0.75006, 1.33506)  0.09
H (1.61988, 0.97498, 0.59380)  0.05

Cartesian forces (eV/Å) of the 6 atoms listed first:
-0.18 -0.18 0.26
-2.53 -2.16 -1.55
0.25 0.13 1.06
-1.57 -0.22 1.84
0.20 0.22 -1.23
0.57 0.41 -1.34

* HOMO (alpha / beta): -3.45 / -3.45 eV
* E_tot: -1168.25068 a.u.
* total charge: -1
* maximum force: 3.667 eV Å⁻¹
* HOMO-LUMO gap (alpha / beta): 7.104 / 7.103 eV


Which value of maximum force does entry 1 give?
4.989 eV Å⁻¹